ORCA calculation (ωB97M-V/def2-TZVPD) on a structure of composition C2HAlFO2 in a non-equilibrium geometry.

Geometry as ORCA input:
```
! RIJCOSX wB97M-V def2-TZVPD def2/J DEFGRID3
* xyz 3 1
O -0.822 -1.212 0.102
C -0.854 0.457 0.461
C 0.143 -0.576 0.568
O 1.209 -0.043 0.181
Al 2.630 -0.375 -0.420
F -1.217 1.104 -0.617
H -1.330 0.849 1.363
*
```

Properties
DFT total energy   -15451.8347 eV
Max |F|   0.13223 hartree/bohr
Gap between HOMO and LUMO (alpha / beta)   5.3 / 6.4 eV
HOMO energy (alpha / beta)   -27.12 / -28.04 eV